# 1
DFT (the ωB97M-V functional and the def2-TZVPD basis) results for a structure of composition C34H42N4O2P3S3Ti.

Each line ends with the Löwdin charge.
Positions of all 89 atoms, in Å:
Ti (-0.2696, 0.8075, 0.0351)  0.70
N (-0.0183, -1.8692, 2.0901)  -0.37
P (0.8667, -0.6596, 2.9989)  1.03
C (0.2475, -1.0085, 4.6570)  -0.40
C (-1.0590, -1.4120, 4.9487)  -0.09
C (-1.4268, -1.6506, 6.2603)  -0.05
C (-0.5004, -1.4839, 7.2867)  -0.03
C (0.7975, -1.0871, 7.0030)  -0.05
C (1.1755, -0.8538, 5.6879)  -0.10
C (-0.2335, 0.7517, 2.4507)  -0.44
C (-1.6115, 0.6059, 2.2025)  -0.15
C (-2.4039, 1.6980, 1.8514)  -0.05
C (-1.8429, 2.9711, 1.8179)  -0.03
C (-0.4833, 3.1420, 2.0865)  -0.03
C (0.3205, 2.0433, 2.3628)  -0.11
P (-0.2354, -1.7779, 0.4457)  0.90
C (-1.6353, -2.8338, 0.0695)  -0.37
C (-2.9321, -2.4346, 0.4098)  -0.12
C (-3.9942, -3.2970, 0.2102)  -0.04
C (-3.7739, -4.5590, -0.3306)  -0.02
C (-2.4893, -4.9607, -0.6685)  -0.03
C (-1.4166, -4.1031, -0.4732)  -0.06
C (1.1808, -2.4846, -0.4301)  -0.38
C (2.2785, -2.9761, 0.2699)  -0.09
C (3.3295, -3.5673, -0.4219)  -0.05
C (3.2799, -3.6713, -1.8060)  -0.04
C (2.1828, -3.1798, -2.5066)  -0.06
C (1.1355, -2.5808, -1.8235)  -0.12
H (-0.1600, -2.7638, 2.5471)  0.10
H (-1.7848, -1.5620, 4.1575)  0.09
H (-2.4350, -1.9699, 6.4888)  0.12
H (-0.7962, -1.6733, 8.3100)  0.12
H (1.5180, -0.9674, 7.8007)  0.12
H (2.1934, -0.5575, 5.4614)  0.10
H (-2.0465, -0.3816, 2.2718)  0.09
H (-3.4528, 1.5592, 1.6242)  0.13
H (-2.4652, 3.8232, 1.5782)  0.13
H (-0.0566, 4.1378, 2.0803)  0.14
H (1.3831, 2.1666, 2.5372)  0.12
H (-3.1208, -1.4509, 0.8200)  0.08
H (-4.9971, -2.9874, 0.4727)  0.12
H (-4.6083, -5.2299, -0.4860)  0.13
H (-2.3179, -5.9452, -1.0824)  0.12
H (-0.4196, -4.4323, -0.7306)  0.11
H (2.2999, -2.9243, 1.3520)  0.10
H (4.1730, -3.9701, 0.1239)  0.12
H (4.0889, -4.1536, -2.3395)  0.13
H (2.1349, -3.2901, -3.5830)  0.12
H (0.2621, -2.2266, -2.3625)  0.11
C (-1.2157, 1.3824, -5.4888)  -0.04
C (-2.1938, 2.1928, -4.6716)  -0.37
C (-3.5548, 1.5454, -4.5701)  -0.05
O (-1.5101, 2.3864, -3.3410)  -0.31
P (-2.0761, 2.2149, -1.8943)  -0.03
S (-3.7057, 2.9966, -1.3214)  0.48
S (-1.8573, 0.1493, -1.3718)  0.54
O (-0.6946, 2.5695, -1.0357)  -0.49
C (0.0317, 3.9146, -1.0738)  -0.36
C (1.0014, 3.9570, -2.2334)  -0.01
C (-0.9491, 5.0623, -1.0901)  -0.04
H (-1.6028, 1.2730, -6.5020)  0.11
H (-1.0993, 0.3799, -5.0672)  0.09
H (-0.2495, 1.8856, -5.5679)  0.09
H (-2.2724, 3.2054, -5.0609)  0.16
H (-3.4866, 0.5578, -4.1055)  0.08
H (-3.9456, 1.4103, -5.5779)  0.11
H (-4.2652, 2.1603, -4.0242)  0.06
H (0.5887, 3.8822, -0.1381)  0.12
H (0.4793, 3.9107, -3.1864)  0.09
H (1.7399, 3.1595, -2.1783)  0.07
H (1.5382, 4.9049, -2.1858)  0.11
H (-1.4894, 5.0997, -2.0365)  0.09
H (-0.3863, 5.9915, -0.9955)  0.11
H (-1.6713, 5.0147, -0.2775)  0.06
C (5.6446, 0.0623, 0.7265)  -0.09
C (4.1753, 0.0577, 1.1467)  -0.22
C (3.2295, 0.2648, 0.0113)  -0.51
N (1.9729, 0.5301, 0.1059)  -0.03
N (1.3381, 0.6373, -1.1043)  -0.14
C (2.1212, 0.4714, -2.1573)  -0.63
N (1.7083, 0.5435, -3.4100)  0.21
S (3.7447, 0.1549, -1.6561)  1.25
H (6.2776, -0.0954, 1.5963)  0.10
H (5.9317, 1.0150, 0.2790)  0.09
H (5.8615, -0.7423, 0.0198)  0.08
H (3.9774, 0.8247, 1.8970)  0.12
H (3.9110, -0.8958, 1.6122)  0.11
H (0.7500, 0.7957, -3.6161)  0.10
H (2.3413, 0.3993, -4.1811)  0.14

ΔE to the lowest compared entry with this formula, charge and spin: 1.6371 eV
gap between HOMO and LUMO: 0.22210 hartree
HOMO energy: -16.1375 eV
net charge: +3
electronic energy: -4757.68098 Eh

# 2
DFT (the ωB97M-V functional and the def2-TZVPD basis) results for a cluster of 3 separate species, C10H27BO7S in total.

Each line ends with the natural charge from an NBO analysis.
Positions of all 46 atoms, in Å:
C (-3.9610, -1.5556, -4.1801)  -0.60
C (-3.1754, -0.6813, -3.2090)  -0.44
C (-3.0054, -1.3268, -1.8310)  -0.09
O (-1.6182, -1.3445, -1.4334)  -0.27
O (-1.4800, -0.6244, -0.1997)  -0.45
S (-0.5959, 0.7298, -0.5473)  1.78
O (-0.2695, 1.2084, 0.7703)  -0.92
O (-1.8615, 1.6311, -1.0476)  -0.91
B (-1.8452, 2.3322, -2.2627)  1.13
C (-0.6166, 2.4050, -3.2272)  -1.03
O (-3.0011, 2.9762, -2.5756)  -0.88
H (-4.9011, -1.8939, -3.7386)  0.20
H (-3.3921, -2.4446, -4.4586)  0.21
H (-4.2055, -1.0118, -5.0927)  0.22
H (-2.1736, -0.4911, -3.6020)  0.22
H (-3.6650, 0.2895, -3.1120)  0.21
H (-3.5625, -0.8109, -1.0520)  0.21
H (-3.3267, -2.3716, -1.8422)  0.18
H (-0.6642, 3.3258, -3.8095)  0.25
H (-0.6474, 1.5737, -3.9384)  0.25
H (0.3493, 2.3516, -2.7235)  0.25
H (-3.6888, 2.8610, -1.9144)  0.50
C (4.9272, 0.0341, -0.0272)  -0.63
C (3.4381, 0.3142, 0.0664)  0.09
C (2.6605, -0.8360, 0.6830)  -0.64
O (2.8972, 0.6519, -1.2157)  -0.73
H (5.1077, -0.8451, -0.6530)  0.20
H (5.4517, 0.8826, -0.4657)  0.22
H (5.3465, -0.1661, 0.9598)  0.21
H (3.2741, 1.2142, 0.6635)  0.18
H (2.7799, -1.7434, 0.0835)  0.20
H (1.6084, -0.5617, 0.7068)  0.22
H (2.9982, -1.0492, 1.6983)  0.22
H (3.0040, -0.1134, -1.7919)  0.46
C (0.8398, 0.7055, 3.8550)  -0.63
C (0.9802, -0.7477, 4.2678)  0.09
C (-0.2332, -1.2458, 5.0352)  -0.63
O (2.1801, -0.9611, 5.0150)  -0.72
H (0.7395, 1.3435, 4.7390)  0.19
H (1.7171, 1.0301, 3.2952)  0.22
H (-0.0356, 0.8520, 3.2243)  0.23
H (1.1140, -1.3623, 3.3742)  0.17
H (-0.3645, -0.6632, 5.9521)  0.19
H (-0.1118, -2.2939, 5.3079)  0.22
H (-1.1401, -1.1401, 4.4382)  0.21
H (2.1289, -0.4269, 5.8153)  0.46

gap between HOMO and LUMO: 0.38541 hartree
HOMO energy: -10.0093 eV
net charge: 0
electronic energy: -1346.92057 Eh

# 3
DFT (the ωB97M-V functional and the def2-TZVPD basis) results for a cluster of 3 separate species, C2H10NO2 in total in a non-equilibrium geometry.

Each line ends with the natural charge from an NBO analysis.
Positions of all 15 atoms, in Å:
C (-0.6907, -0.0866, 0.6042)  -0.07
C (-1.5169, -1.0663, 0.3030)  -0.33
N (0.3630, 0.4312, -0.2758)  -0.72
H (-0.5797, 0.2325, 1.6342)  0.24
H (-2.4030, -1.1191, 0.9195)  0.24
H (-1.3218, -1.9046, -0.3480)  0.23
H (0.8947, 1.1800, 0.1784)  0.44
H (0.0827, 0.9759, -1.1230)  0.48
H (0.9916, -0.3166, -0.5048)  0.45
H (1.8676, -2.5108, 2.3943)  0.49
H (2.4474, -1.2010, 2.2229)  0.47
O (1.7453, -1.7374, 1.8244)  -0.96
H (-1.1106, 2.8228, -2.1878)  0.50
H (-0.3108, 2.1740, -3.2971)  0.51
O (-0.4586, 2.1259, -2.3444)  -0.97

ΔE to the lowest compared entry with this formula, charge and spin: 1.3238 eV
gap between HOMO and LUMO: 0.41299 hartree
HOMO energy: -14.4160 eV
net charge: +1
electronic energy: -287.14768 Eh

# 4
DFT (the ωB97M-V functional and the def2-TZVPD basis) results for the molecule C21H31N3O6S in a non-equilibrium geometry.

Each line ends with the natural charge from an NBO analysis.
Positions of all 62 atoms, in Å:
C (8.7977, -1.1806, -4.1239)  -0.64
C (8.2577, -2.1916, -3.1230)  -0.07
O (7.1840, -1.6507, -2.3548)  -0.53
C (5.9718, -1.6606, -2.9519)  0.90
O (5.7495, -2.1567, -4.0320)  -0.67
N (5.0324, -1.0275, -2.2078)  -0.45
C (3.6479, -1.0758, -2.6170)  -0.23
C (2.8490, -1.9644, -1.6513)  -0.22
N (3.0235, -1.4937, -0.2971)  -0.45
C (2.0947, -0.9694, 0.5458)  0.70
O (2.4155, -0.5478, 1.6395)  -0.63
C (0.6443, -0.9492, 0.0739)  -0.32
C (0.3954, 0.2443, -0.8580)  -0.41
C (-1.0712, 0.2542, -1.2914)  -0.23
N (-1.9716, 0.3004, -0.1614)  -0.68
S (-2.2034, 1.8287, 0.5067)  2.32
O (-1.3099, 2.0962, 1.6001)  -0.95
O (-2.2232, 2.7571, -0.5863)  -0.94
C (-3.8550, 1.6310, 1.1508)  -0.38
C (-4.8923, 1.3970, 0.2643)  -0.14
C (-6.1726, 1.2383, 0.7455)  -0.26
C (-6.4308, 1.3126, 2.1213)  0.32
O (-7.7282, 1.1581, 2.4705)  -0.49
C (-8.1080, 1.1580, 3.8353)  -0.06
C (-7.8013, -0.1658, 4.5285)  -0.64
C (-5.3752, 1.5510, 3.0007)  -0.28
C (-4.0912, 1.7110, 2.5071)  -0.17
C (-1.7413, -0.7398, 0.8179)  -0.23
C (-0.2871, -0.8095, 1.2812)  -0.41
C (4.4188, -1.4783, 0.1019)  -0.24
C (5.2218, -0.5817, -0.8453)  -0.22
H (9.1032, -0.2704, -3.6133)  0.21
H (8.0280, -0.9377, -4.8521)  0.22
H (9.6535, -1.6030, -4.6426)  0.22
H (7.9060, -3.0873, -3.6451)  0.20
H (9.0173, -2.4631, -2.3867)  0.19
H (3.6083, -1.4769, -3.6307)  0.25
H (3.2444, -0.0573, -2.6070)  0.19
H (1.8015, -1.9724, -1.9405)  0.22
H (3.2384, -2.9887, -1.7161)  0.20
H (0.4073, -1.8837, -0.4473)  0.20
H (0.6052, 1.1672, -0.3137)  0.23
H (1.0344, 0.2069, -1.7414)  0.21
H (-1.3049, -0.6458, -1.8723)  0.19
H (-1.2877, 1.1366, -1.8944)  0.24
H (-4.6757, 1.3509, -0.7903)  0.24
H (-7.0042, 1.0596, 0.0828)  0.23
H (-7.6436, 1.9974, 4.3658)  0.17
H (-9.1888, 1.3217, 3.8120)  0.20
H (-6.7326, -0.3650, 4.5367)  0.21
H (-8.2976, -0.9787, 4.0047)  0.22
H (-8.1624, -0.1337, 5.5526)  0.22
H (-5.5364, 1.6222, 4.0642)  0.22
H (-3.2600, 1.9033, 3.1675)  0.24
H (-2.0434, -1.6919, 0.3649)  0.20
H (-2.4010, -0.5338, 1.6629)  0.22
H (-0.0355, 0.1049, 1.8190)  0.25
H (-0.1542, -1.6538, 1.9592)  0.22
H (4.4684, -1.1021, 1.1244)  0.26
H (4.8127, -2.5001, 0.0652)  0.19
H (6.2809, -0.6130, -0.5984)  0.24
H (4.8591, 0.4487, -0.7634)  0.20

SMILES string: CCOC(=O)N1CCN(C(=O)C2CCN(S(=O)(=O)c3ccc(OCC)cc3)CC2)CC1
ΔE to the lowest compared entry with this formula, charge and spin: 0.6292 eV
gap between HOMO and LUMO: 0.34998 hartree
HOMO energy: -8.8691 eV
net charge: 0
electronic energy: -1832.74248 Eh